# C7H17Br2N2

The ion C7H17Br2N2 with charge +1 (wB97M-V/def2-TZVPD, OMol25).

Bonds (Å) are listed after each position.
Geometry (Å):
1 C 0.47 1.34 1.44  C5 1.575, H12 1.101, H13 1.118, H14 1.067
2 C 1.65 0.54 -0.68  C5 1.508, H15 1.146, H16 1.168, H17 1.155
3 C -1.33 1.94 -0.35  C6 1.508, H18 1.095, H19 1.092, H20 1.001
4 C -0.91 0.09 -1.98  C6 1.571, H21 1.153, H22 1.075, H23 1.063
5 C 0.53 0.27 0.29  C1 1.575, C2 1.508, C6 1.594, C7 1.550
6 C -0.85 0.52 -0.47  C3 1.508, C4 1.571, C5 1.594, Br10 2.088
7 C 0.54 -1.19 0.82  C5 1.550, N8 1.316, N9 1.493, Br11 2.379
8 N -0.14 -1.52 1.90  C7 1.316, H24 1.104, H25 1.004
9 N 0.18 -2.18 -0.25  C7 1.493, H26 0.993, H27 1.004, H28 1.140
10 Br -2.42 -0.62 0.31  C6 2.088
11 Br 2.72 -2.12 1.02  C7 2.379
12 H -0.47 1.06 1.95  C1 1.101
13 H 0.44 2.40 1.10  C1 1.118
14 H 1.21 1.30 2.21  C1 1.067
15 H 1.75 0.07 -1.72  C2 1.146
16 H 2.63 0.27 -0.10  C2 1.168
17 H 1.71 1.68 -0.87  C2 1.155
18 H -1.82 2.19 0.60  C3 1.095
19 H -2.23 1.92 -0.97  C3 1.092
20 H -0.80 2.62 -0.86  C3 1.001
21 H 0.03 0.41 -2.57  C4 1.153
22 H -0.80 -0.97 -2.11  C4 1.075
23 H -1.77 0.36 -2.54  C4 1.063
24 H -0.23 -0.78 2.71  N8 1.104
25 H -0.12 -2.46 2.26  N8 1.004
26 H 0.43 -3.01 0.23  N9 0.993
27 H 0.59 -1.90 -1.12  N9 1.004
28 H -0.96 -2.24 -0.24  N9 1.140

Summary:
E in eV: -150591.2865
Gap between HOMO and LUMO in eV: 9.09
LUMO in Eh: -0.152
Total charge: +1
Multiplicity: 1
Relative energy (zero: lowest compared OMol25 entry of this formula, charge and spin) in kcal/mol: 47.2
SMILES: CC(C)(Br)C(C)(C)[C@@](N)([NH3+])Br